(1)
C6H11NS | ωB97M-V with the def2-TZVPD basis set

The HOMO-LUMO gap is 8.54 eV. Its HOMO energy is -7.77 eV.

The geometry in ORCA input format:
```
! RIJCOSX wB97M-V def2-TZVPD def2/J DEFGRID3
* xyz 0 1
C 0.61732 0.69720 -2.31579
C 1.34768 1.04514 -1.26822
C 0.50856 -1.19041 0.58195
C 2.07874 1.38428 -0.28537
C -1.73439 -1.06222 -0.37344
C -1.25635 0.21000 1.63738
N -0.68178 -0.73585 0.67079
S 1.64547 -0.76927 1.78434
H 0.50771 -0.27624 -2.66454
H -0.17052 1.28126 -2.73614
H 1.64316 1.17553 0.68646
H 2.75473 -1.23164 1.20075
H 3.15568 1.63501 -0.53498
H -1.81932 -2.04020 -0.96556
H -2.72322 -1.04004 0.23634
H -1.68083 -0.38195 -1.18301
H -1.75579 1.01125 0.97932
H -1.94860 -0.27186 2.34562
H -0.48824 0.56000 2.20410
*
```


(2)
C4H5I2NO2 | ωB97M-V with the def2-TZVPD basis set

The HOMO-LUMO gap (alpha / beta) is 7.28 / 6.95 eV. Its HOMO energy (alpha / beta) is -8.38 / -8.79 eV.

The geometry in ORCA input format:
```
! RIJCOSX wB97M-V def2-TZVPD def2/J DEFGRID3
* xyz 0 1
C 0.88255 -1.36976 -0.06879
C 1.91569 -0.66318 0.55046
C -0.54563 2.02063 -0.99342
C -0.38206 -1.26716 0.42735
N -1.51562 -1.92014 -0.23102
O -2.60342 -1.77144 0.26316
O -1.31964 -2.40500 -1.33010
I 3.90530 -0.92179 -0.03081
I 1.26588 1.96187 -0.03533
H 1.22093 -1.87788 -0.88754
H 1.73959 -0.52340 1.56511
H -0.57991 1.67602 -1.96508
H -1.36557 1.76372 -0.34248
H -0.47370 -0.68363 1.33041
*
```


(3)
C4H2O2 | ωB97M-V with the def2-TZVPD basis set

The HOMO-LUMO gap is 8.62 eV. Its HOMO energy is -9.70 eV. Its SMILES is C#CC(=O)C=O.

The geometry in ORCA input format:
```
! RIJCOSX wB97M-V def2-TZVPD def2/J DEFGRID3
* xyz 0 1
C -1.23102 1.01350 -0.88978
C -0.84014 -0.06939 -0.61822
C 0.05349 -0.96564 -0.05832
O 0.15200 -2.13904 -0.10951
C 0.88144 0.00316 0.73776
O 0.95968 0.87218 1.50700
H -1.82336 1.78774 -1.24232
H 1.85179 -0.49671 0.67756
*
```


(4)
C5H10O | ωB97M-V with the def2-TZVPD basis set

The HOMO-LUMO gap is 10.62 eV. Its HOMO energy is -9.52 eV. Its SMILES is C[C@@H]1OC[C@@H]1C.

The geometry in ORCA input format:
```
! RIJCOSX wB97M-V def2-TZVPD def2/J DEFGRID3
* xyz 0 1
C -0.42376 -0.46922 1.72671
C -0.35428 0.69761 0.76181
O -1.56043 0.84226 -0.01234
C -0.83547 0.79641 -1.24771
C 0.50397 0.58734 -0.52460
C 1.23942 -0.71136 -0.81102
H -1.22680 -0.30519 2.45337
H 0.51605 -0.57512 2.28136
H -0.62954 -1.40890 1.20606
H -0.15252 1.62080 1.32432
H -1.16070 -0.03897 -1.88285
H -0.93241 1.72834 -1.81943
H 1.18830 1.43342 -0.63899
H 2.05249 -0.87943 -0.09604
H 1.68148 -0.69038 -1.81372
H 0.56871 -1.57605 -0.76696
*
```


(5)
C3H12N2 | ωB97M-V with the def2-TZVPD basis set

The HOMO-LUMO gap is 3.35 eV. Its HOMO energy is -4.35 eV.

The geometry in ORCA input format:
```
! RIJCOSX wB97M-V def2-TZVPD def2/J DEFGRID3
* xyz 0 1
C -0.55635 -0.97053 -0.38727
C -1.30892 -0.05964 0.60686
C -0.38688 0.45903 1.69384
N 0.10944 -0.52160 2.68161
H 0.47328 -1.18124 -0.03934
H -0.50047 -0.43279 -1.33401
H -1.09592 -1.89592 -0.59740
H -2.09392 -0.66267 1.07085
H -0.93659 1.22427 2.24481
H 0.48658 0.95055 1.25632
H 0.82800 -1.12353 2.30611
H -0.64554 -1.05458 3.08952
N 1.13132 1.05603 -2.52654
H 1.52883 1.42793 -1.65569
H 1.61678 1.45036 -3.33279
H 1.22104 0.03468 -2.51935
H 0.12934 1.29965 -2.55752
*
```


(6)
C6H11NO2 | ωB97M-V with the def2-TZVPD basis set

The HOMO-LUMO gap is 10.27 eV. Its HOMO energy is -9.63 eV. Its SMILES is CC=C(C)C.N#COO.

The geometry in ORCA input format:
```
! RIJCOSX wB97M-V def2-TZVPD def2/J DEFGRID3
* xyz 0 1
C -1.24647 -1.45031 -1.18732
C -1.05144 -0.78941 0.14454
C -0.65201 0.47312 0.31069
C -0.51075 1.08704 1.66948
C -0.31747 1.36335 -0.85083
H -1.23912 -2.53291 -1.08579
H -0.47157 -1.15894 -1.89429
H -2.20712 -1.16025 -1.61505
H -1.33883 -1.37450 1.01035
H 0.49871 1.47405 1.80856
H -0.72426 0.36848 2.45744
H -1.19951 1.92562 1.76889
H -1.15343 1.41006 -1.54711
H 0.54738 0.98967 -1.40013
H -0.08916 2.36956 -0.51126
N 3.42208 0.70982 -0.85851
C 2.91973 0.08530 -0.04203
O 2.35434 -0.54986 0.90858
O 1.70865 -1.74378 0.48341
H 0.75027 -1.49612 0.43039
*
```


These records have relative energy (zero: lowest compared OMol25 entry of this formula, charge and spin) values of 490.89; 648.28; 199.31; 103.69; 516.32; 497.07 kJ/mol, in the order they appear.
These records have M values of 129.23; 352.90; 82.06; 86.13; 76.14; 129.16 u, in the order they appear.